The following is a quantum chemistry calculation of C4H7O3Ru as an isolated structure in a non-equilibrium geometry, from OMol25.

HOMO (alpha / beta) (Ha): -0.4236 / -0.5747
⟨S²⟩: 12.00
Total charge: +1
DFT total energy (a.u.): -476.71775
2S+1: 7
ΔE to the lowest compared entry with this formula, charge and spin (eV): 0.000

```
15
Properties=species:S:1:pos:R:3:mulliken_charge:R:1
H -2.17 1.09 1.68 0.269
O 0.15 0.83 -0.34 -0.231
C 0.65 -0.37 -0.30 1.123
O 0.87 -1.03 0.72 -0.649
O 0.90 -0.81 -1.51 -0.297
C 1.11 -2.21 -1.67 -0.632
H 1.95 -2.54 -1.05 0.301
H 0.21 -2.77 -1.42 0.325
H 1.35 -2.35 -2.73 0.232
C -0.21 1.47 0.95 -0.481
H 0.47 2.32 1.06 0.584
C -1.65 1.85 0.91 -0.731
H -2.10 1.81 -0.10 0.300
H -1.78 2.86 1.32 0.286
Ru 0.25 -0.14 2.48 0.600
```



The following is a quantum chemistry calculation of a 8-piece molecular cluster, C14H46N10O8 overall in a non-equilibrium geometry, from OMol25.

HOMO (Ha): -0.3363
SMILES: COC[C@H](C)N.COC[C@H](C)N.NC(N)=O.NC(N)=O.NC(N)=O.NC(N)=O.CO.CO
DFT total energy (a.u.): -1710.59842

```
78
Properties=species:S:1:pos:R:3:mulliken_charge:R:1
C -2.16 -2.22 3.57 0.575
O -1.23 -1.68 4.16 -0.852
N -2.14 -3.50 3.07 -0.401
N -3.37 -1.68 3.47 -0.349
H -3.02 -3.97 3.00 0.185
H -1.47 -4.07 3.55 0.259
H -3.85 -1.99 2.62 0.043
H -3.41 -0.69 3.76 0.333
C 2.68 -2.14 1.54 0.610
O 2.45 -0.95 1.56 -0.433
N 3.43 -2.74 0.53 -0.485
N 2.28 -3.12 2.50 -0.558
H 3.45 -2.22 -0.33 0.226
H 3.36 -3.73 0.43 0.242
H 3.01 -3.72 2.79 0.228
H 1.79 -2.77 3.33 0.218
C -0.79 0.52 1.31 0.413
O -1.98 0.25 1.24 -0.712
N -0.13 1.10 0.34 -0.095
N -0.01 0.20 2.36 -0.041
H 0.69 1.70 0.50 0.058
H -0.75 1.40 -0.42 0.216
H 0.99 0.14 2.38 0.234
H -0.52 -0.35 3.08 0.190
C -4.96 -2.15 0.17 0.687
O -4.56 -2.90 1.04 -0.679
N -5.95 -2.38 -0.76 -0.393
N -4.44 -0.87 0.08 -0.181
H -6.06 -1.72 -1.45 0.131
H -6.48 -3.19 -0.67 0.229
H -4.91 -0.20 -0.53 0.207
H -3.61 -0.70 0.61 0.172
C 3.24 0.84 -1.02 -0.636
C 3.47 2.10 -0.19 0.298
C 3.11 3.27 -1.12 -0.441
O 4.05 3.36 -2.20 -0.327
C 3.75 4.48 -3.03 -0.866
N 2.65 2.06 1.01 -0.478
H 3.50 -0.04 -0.40 -0.071
H 3.75 1.01 -1.98 0.547
H 2.14 0.73 -1.17 -0.162
H 4.61 2.12 0.02 0.272
H 3.04 4.26 -0.54 0.300
H 2.08 3.15 -1.45 0.052
H 4.32 5.35 -2.66 0.320
H 2.74 4.82 -2.94 0.348
H 3.83 4.30 -4.11 0.310
H 2.73 2.84 1.65 0.172
H 2.85 1.19 1.48 0.207
C 0.19 0.12 -3.78 -0.942
C -0.95 0.95 -4.38 1.062
C -1.19 2.17 -3.53 -1.104
O -1.61 2.02 -2.21 -0.255
C -2.98 1.70 -2.12 -0.922
N -0.60 1.40 -5.73 -0.729
H 0.36 -0.81 -4.37 0.370
H 0.00 -0.13 -2.75 -0.011
H 1.13 0.69 -3.82 0.350
H -1.87 0.32 -4.45 0.103
H -1.95 2.77 -4.10 0.287
H -0.29 2.79 -3.52 0.333
H -3.14 1.76 -1.02 0.248
H -3.27 0.69 -2.44 0.313
H -3.66 2.37 -2.64 0.426
H -1.35 1.78 -6.29 0.210
H -0.13 0.71 -6.31 0.218
C 1.89 -0.73 6.27 -0.632
O 1.26 -1.80 5.63 -0.473
H 1.84 0.23 5.75 0.241
H 1.48 -0.60 7.28 0.285
H 2.90 -1.02 6.48 0.267
H 0.39 -1.56 5.21 0.413
C -0.64 -2.19 -0.49 -0.595
O 0.43 -1.38 -1.05 -0.470
H -0.59 -3.18 -1.00 0.394
H -0.57 -2.35 0.59 0.158
H -1.59 -1.76 -0.72 0.171
H 0.35 -0.52 -0.63 0.163
```



The following is a quantum chemistry calculation of C3H12FO3 as an isolated structure in a non-equilibrium geometry, from OMol25.

HOMO (Ha): -0.1514
Total charge: -1
DFT total energy (a.u.): -446.98635
ΔE to the lowest compared entry with this formula, charge and spin (eV): 3.198

```
19
Properties=species:S:1:pos:R:3:mulliken_charge:R:1
F -0.57 1.00 1.18 -0.749
C -1.26 1.01 -1.33 -0.500
O -1.33 1.98 -0.33 -0.773
H -2.01 1.14 -2.11 0.341
H -0.29 0.98 -1.83 0.184
H -1.38 0.00 -0.96 0.116
H -0.87 1.63 0.44 0.551
C 1.85 0.43 0.42 -0.162
O 1.47 0.45 1.75 -0.721
H 2.90 0.14 0.44 0.273
H 1.24 -0.23 -0.19 -0.232
H 1.89 1.47 0.08 0.232
H 0.56 0.76 1.72 0.515
C -0.02 -1.64 0.05 -0.855
O -1.27 -2.14 -0.36 -0.600
H -0.08 -0.81 0.75 0.405
H 0.36 -2.43 0.69 0.396
H 0.67 -1.49 -0.78 0.276
H -1.86 -2.23 0.39 0.304
```



The following is a quantum chemistry calculation of a 3-piece molecular cluster, C3H12NO4 overall in a non-equilibrium geometry, from OMol25.

HOMO (Ha): -0.1379
Total charge: -1
DFT total energy (a.u.): -477.17035
ΔE to the lowest compared entry with this formula, charge and spin (eV): 2.429

```
20
Properties=species:S:1:pos:R:3:mulliken_charge:R:1
C -1.96 -0.07 -0.96 -0.432
O -1.42 -1.26 -1.43 -0.575
C -1.29 0.46 0.29 0.269
C 0.13 1.38 0.09 -0.879
O 0.95 1.29 1.15 -0.793
N -2.23 1.16 1.22 -0.683
H -3.05 -0.35 -0.87 0.273
H -1.89 0.66 -1.74 0.168
H -0.72 -0.36 0.88 0.132
H 0.55 0.88 -0.79 0.359
H -0.14 2.43 0.20 0.399
H 1.89 0.41 0.60 0.432
H -2.19 0.49 1.98 0.312
H -1.89 2.11 1.41 0.279
H -0.50 -1.66 -1.30 0.347
H 2.47 -2.47 -1.13 0.249
O 1.98 -2.55 -0.37 -0.702
H 2.15 -1.60 0.00 0.438
H 3.10 0.79 -0.47 0.253
O 2.81 0.01 0.17 -0.846
```



The following is a quantum chemistry calculation of C58H66ClN3O4SeSr as an isolated structure in a non-equilibrium geometry, from OMol25.

HOMO (Ha): -0.0043
Total charge: -2
DFT total energy (a.u.): -5607.43527
ΔE to the lowest compared entry with this formula, charge and spin (eV): 1.089

```
134
Properties=species:S:1:pos:R:3:mulliken_charge:R:1
Sr 0.59 -1.21 0.29 1.408
C -7.14 0.70 -0.70 -1.972
C -6.60 1.21 0.64 2.186
C -7.44 0.59 1.76 -1.699
C -6.78 2.73 0.66 -1.609
C -5.13 0.85 0.83 -0.565
C -4.38 0.15 -0.11 -0.208
C -3.04 -0.13 0.10 0.348
Se -2.11 -1.12 -1.27 0.160
C -1.56 0.34 -2.40 -0.120
C -2.49 0.84 -3.31 -0.213
C -2.18 1.92 -4.12 -0.695
C -0.89 2.46 -4.00 -0.415
C 0.06 1.99 -3.12 -0.113
C -0.26 0.88 -2.26 0.244
O 0.58 0.42 -1.39 -0.445
C 1.46 2.61 -3.05 2.858
C 1.73 3.15 -1.64 -1.595
C 1.63 3.77 -4.03 -2.598
C 2.52 1.56 -3.40 -1.768
C -3.17 2.53 -5.11 2.167
C -2.60 2.46 -6.54 -1.695
C -4.52 1.81 -5.10 -2.170
C -3.42 4.00 -4.75 -1.606
C -2.34 0.26 1.29 -0.286
O -1.11 -0.05 1.46 -0.030
C -3.12 1.00 2.25 -0.084
C -4.46 1.24 1.98 -0.609
C -2.57 1.51 3.59 2.812
C -2.92 2.99 3.77 -1.978
C -3.21 0.70 4.73 -1.621
C -1.05 1.41 3.77 -2.245
H -8.20 0.97 -0.80 0.455
H -6.60 1.13 -1.54 0.187
H -7.07 -0.39 -0.77 0.375
H -8.50 0.84 1.64 0.452
H -7.34 -0.50 1.75 0.349
H -7.12 0.94 2.74 0.305
H -7.83 3.00 0.53 0.466
H -6.44 3.15 1.61 0.293
H -6.19 3.20 -0.13 0.319
H -4.82 -0.19 -1.04 0.297
H -3.46 0.37 -3.35 0.245
H -0.64 3.29 -4.63 0.321
H 1.02 3.95 -1.40 0.393
H 1.62 2.35 -0.92 -0.041
H 2.74 3.56 -1.58 0.500
H 0.92 4.59 -3.83 0.436
H 2.64 4.18 -3.93 0.458
H 1.50 3.45 -5.07 0.420
H 2.50 0.73 -2.70 0.019
H 2.35 1.17 -4.41 0.397
H 3.52 2.00 -3.38 0.571
H -2.42 1.43 -6.82 0.356
H -3.30 2.91 -7.25 0.459
H -1.65 3.00 -6.61 0.306
H -4.40 0.75 -5.37 0.375
H -4.99 1.86 -4.12 0.290
H -5.19 2.27 -5.83 0.458
H -2.50 4.58 -4.77 0.295
H -4.13 4.46 -5.45 0.465
H -3.83 4.08 -3.74 0.318
H -5.03 1.78 2.74 0.162
H -3.99 3.18 3.75 0.328
H -2.53 3.35 4.73 0.489
H -2.46 3.59 2.98 0.379
H -4.30 0.80 4.72 0.304
H -2.98 -0.36 4.62 0.143
H -2.84 1.04 5.70 0.473
H -0.52 1.94 2.97 0.343
H -0.78 1.86 4.73 0.607
H -0.69 0.38 3.75 0.095
O 5.80 2.43 4.62 -0.505
C 4.89 3.07 3.73 -0.591
C 3.95 2.06 3.13 0.406
C 2.87 2.51 2.38 -1.744
C 2.05 1.57 1.78 -1.119
N 2.26 0.26 1.89 1.140
C 3.28 -0.18 2.62 0.142
C 4.16 0.70 3.26 -0.562
C 3.47 -1.65 2.66 0.356
C 4.37 -2.27 3.52 -0.782
C 4.52 -3.65 3.46 0.468
C 5.47 -4.35 4.40 -0.668
O 5.17 -4.10 5.77 -0.528
C 3.75 -4.36 2.55 -1.245
C 2.87 -3.67 1.74 -0.811
N 2.72 -2.35 1.79 1.102
H 6.47 3.06 4.87 0.298
H 5.44 3.56 2.92 0.319
H 4.31 3.83 4.26 0.294
H 2.67 3.56 2.25 0.458
H 1.19 1.86 1.19 0.938
H 5.01 0.34 3.82 0.501
H 4.95 -1.70 4.22 0.483
H 6.49 -3.98 4.24 0.315
H 5.47 -5.42 4.19 0.314
H 4.21 -4.15 5.87 0.336
H 3.84 -5.44 2.47 0.369
H 2.25 -4.17 1.00 0.342
C -2.17 -3.69 3.49 -1.008
C -2.45 -4.93 2.92 -0.597
C -1.86 -5.27 1.72 -0.868
C -0.97 -4.38 1.08 -0.584
N -0.71 -3.20 1.66 0.937
C -1.29 -2.87 2.81 -0.149
C -0.30 -4.69 -0.22 1.803
C -0.62 -5.89 -0.88 -0.916
C 0.00 -6.22 -2.07 -0.668
C 0.95 -5.35 -2.60 -0.727
C 1.24 -4.16 -1.94 -0.828
C 0.63 -3.76 -0.73 0.314
H -2.62 -3.37 4.42 0.439
H -3.13 -5.62 3.40 0.373
H -2.08 -6.22 1.27 0.372
H -1.06 -1.87 3.18 0.092
H -1.36 -6.58 -0.49 0.207
H -0.25 -7.14 -2.58 0.333
H 1.45 -5.60 -3.53 0.393
H 2.00 -3.52 -2.38 0.295
Cl 9.80 0.08 -3.23 -0.335
C 8.17 -0.36 -2.68 0.254
C 7.97 -0.84 -1.39 -0.577
C 6.71 -1.18 -0.96 -0.432
C 5.54 -1.06 -1.80 1.098
C 4.27 -1.40 -1.36 -0.932
C 5.81 -0.56 -3.12 -0.365
C 7.08 -0.22 -3.54 -0.637
H 8.82 -0.95 -0.72 0.342
H 6.59 -1.55 0.05 0.304
H 4.12 -1.75 -0.34 -0.041
H 3.40 -1.28 -1.99 -0.289
H 4.98 -0.43 -3.81 0.311
H 7.23 0.16 -4.54 0.351
```



The following is a quantum chemistry calculation of a 15-piece molecular cluster, C15H60O15 overall in a non-equilibrium geometry, from OMol25.

HOMO (Ha): -0.3590
DFT total energy (a.u.): -1735.85422
ΔE to the lowest compared entry with this formula, charge and spin (eV): 6.324

```
90
Properties=species:S:1:pos:R:3:mulliken_charge:R:1
C 11.85 -10.81 18.07 -0.277
O 10.98 -10.28 17.07 -0.640
H 12.86 -10.70 17.66 0.365
H 11.80 -10.23 18.99 0.189
H 11.69 -11.88 18.21 -0.096
H 10.08 -10.60 17.25 0.211
C 11.41 -13.16 15.22 -0.663
O 10.27 -13.90 15.62 -0.573
H 11.55 -13.26 14.14 0.340
H 11.33 -12.10 15.46 0.204
H 12.30 -13.57 15.70 0.258
H 10.15 -13.76 16.59 0.282
C 7.53 -14.74 13.51 -0.873
O 7.68 -13.90 14.64 -0.285
H 6.55 -14.59 13.06 0.295
H 8.25 -14.52 12.72 0.302
H 7.61 -15.79 13.80 0.307
H 8.58 -14.04 15.00 0.277
C 10.00 -7.38 20.00 -0.063
O 11.31 -7.53 19.47 -0.571
H 9.55 -6.50 19.54 0.279
H 9.39 -8.26 19.78 -0.276
H 10.01 -7.31 21.09 0.383
H 11.22 -8.02 18.64 0.335
C 4.68 -8.79 15.85 -0.206
O 5.13 -7.58 15.29 -0.601
H 4.15 -8.56 16.78 0.353
H 3.93 -9.28 15.24 0.394
H 5.46 -9.54 16.03 -0.253
H 5.78 -7.20 15.91 0.301
C 8.11 -7.39 16.87 -0.532
O 7.06 -6.47 17.14 -0.586
H 8.05 -8.34 17.42 0.180
H 7.99 -7.68 15.82 0.306
H 9.10 -7.00 17.12 0.415
H 7.41 -5.70 17.60 0.316
C 5.70 -11.64 21.96 -0.039
O 6.34 -12.29 23.06 -0.542
H 6.08 -12.17 21.08 -0.211
H 4.62 -11.81 21.94 0.339
H 5.99 -10.59 21.88 0.149
H 6.27 -11.74 23.84 0.298
C 3.46 -11.32 18.73 0.067
O 2.52 -10.98 19.74 -0.568
H 3.43 -12.38 18.51 0.298
H 3.27 -10.74 17.82 0.227
H 4.49 -11.09 19.06 -0.315
H 2.49 -10.02 19.79 0.324
C 6.98 -15.04 18.78 -0.443
O 7.95 -14.58 19.73 -0.539
H 6.59 -16.03 19.02 0.421
H 6.15 -14.34 18.75 0.139
H 7.48 -15.05 17.82 0.114
H 7.52 -14.37 20.57 0.266
C 7.68 -11.84 17.98 0.505
O 8.50 -10.82 18.52 0.770
H 8.11 -12.37 17.13 -0.407
H 7.50 -12.62 18.72 -0.176
H 6.75 -11.35 17.65 -0.146
H 8.01 -10.18 19.04 -0.535
C 7.59 -10.31 14.09 -0.573
O 6.90 -11.27 14.87 -0.224
H 8.68 -10.36 14.21 0.239
H 7.37 -10.43 13.02 0.303
H 7.20 -9.33 14.36 0.141
H 7.29 -12.16 14.71 0.270
C 4.30 -13.44 15.55 -0.262
O 4.24 -12.03 15.50 -0.501
H 4.93 -13.74 16.40 -0.077
H 3.31 -13.90 15.61 0.351
H 4.83 -13.85 14.68 0.082
H 5.13 -11.69 15.31 0.479
C 5.80 -8.69 19.23 -0.281
O 7.05 -8.97 19.87 -0.516
H 5.01 -9.10 19.87 0.455
H 5.69 -7.64 18.97 0.372
H 5.77 -9.24 18.29 -0.305
H 7.10 -8.44 20.68 0.262
C 10.80 -15.26 18.40 -0.883
O 10.30 -13.93 18.41 -0.032
H 11.18 -15.51 19.40 0.270
H 10.14 -16.06 18.06 0.319
H 11.70 -15.28 17.78 0.281
H 9.47 -13.92 18.93 0.044
C 10.04 -11.95 21.58 0.049
O 11.06 -11.48 22.46 -0.603
H 9.76 -11.23 20.81 -0.178
H 10.44 -12.82 21.03 0.116
H 9.19 -12.30 22.17 0.274
H 11.45 -10.68 22.10 0.334
```



The following is a quantum chemistry calculation of C18H48CaO22PS6 as an isolated structure in a non-equilibrium geometry, from OMol25.

HOMO (Ha): -0.0722
Total charge: -1
DFT total energy (a.u.): -5777.61824
ΔE to the lowest compared entry with this formula, charge and spin (eV): 12.776

```
96
Properties=species:S:1:pos:R:3:mulliken_charge:R:1
Ca -1.14 -0.83 0.30 0.070
P -4.55 -2.60 -2.87 0.820
O -4.31 -1.13 -2.51 -0.272
O -4.40 -1.99 -4.25 -0.400
O -6.03 -2.22 -2.74 -0.549
O -3.56 -3.19 -1.83 -0.614
O 5.69 3.17 1.75 -0.618
S 5.27 1.93 1.12 1.115
O 3.85 1.51 1.26 -0.566
O 5.47 2.07 -0.51 -0.247
C 6.72 2.51 -0.91 -0.152
C 6.71 2.80 -2.43 -1.295
C 6.38 0.51 1.50 -0.943
H 7.42 1.69 -0.79 0.291
H 7.06 3.41 -0.40 0.345
H 6.33 1.91 -2.93 0.322
H 7.69 3.07 -2.82 0.360
H 5.96 3.55 -2.67 0.327
H 6.24 -0.16 0.65 0.323
H 5.95 0.05 2.39 0.399
H 7.39 0.89 1.65 0.329
O -2.64 4.47 2.34 -0.570
S -3.15 5.44 3.32 1.095
O -2.92 5.21 4.72 -0.592
O -2.61 6.98 2.90 -0.249
C -1.23 7.14 3.04 -0.308
C -0.90 8.59 2.90 -1.180
C -4.94 5.82 3.00 -0.876
H -0.57 6.46 2.50 0.432
H -0.88 6.89 4.04 0.306
H -0.86 8.99 1.89 0.294
H 0.08 8.62 3.37 0.359
H -1.61 9.23 3.42 0.299
H -5.15 6.73 3.56 0.305
H -5.47 4.94 3.36 0.364
H -5.11 6.00 1.94 0.314
O 4.22 -4.16 -3.61 -0.606
S 2.85 -3.84 -4.05 1.073
O 2.11 -2.78 -3.35 -0.578
O 2.94 -3.46 -5.66 -0.265
C 1.78 -2.88 -6.29 -0.162
C 2.27 -2.38 -7.65 -1.260
C 1.77 -5.34 -3.94 -0.904
H 1.28 -2.07 -5.78 0.373
H 1.03 -3.64 -6.50 0.260
H 1.35 -2.03 -8.12 0.409
H 2.63 -3.17 -8.31 0.316
H 2.90 -1.49 -7.56 0.320
H 0.79 -5.17 -4.40 0.340
H 1.52 -5.46 -2.89 0.358
H 2.32 -6.17 -4.39 0.308
O -5.68 -1.87 4.41 -0.530
S -6.68 -2.57 5.23 1.079
O -6.41 -3.86 5.91 -0.599
O -7.21 -1.55 6.46 -0.364
C -8.24 -2.00 7.28 -0.335
C -9.54 -1.25 7.07 -1.035
C -8.27 -2.65 4.26 -0.836
H -7.92 -1.84 8.31 0.372
H -8.39 -3.08 7.22 0.359
H -9.35 -0.19 6.89 0.274
H -10.28 -1.39 7.85 0.375
H -10.11 -1.65 6.24 0.260
H -8.00 -3.21 3.37 0.414
H -8.38 -1.59 4.01 0.313
H -9.08 -3.07 4.85 0.248
O 3.34 -5.76 5.26 -0.606
S 2.47 -6.32 4.19 1.080
O 1.76 -5.40 3.30 -0.532
O 3.41 -7.33 3.19 -0.309
C 4.50 -8.00 3.78 -0.131
C 5.61 -8.22 2.74 -1.252
C 1.41 -7.66 4.95 -0.840
H 4.23 -8.95 4.25 0.264
H 4.90 -7.37 4.57 0.367
H 5.22 -8.58 1.79 0.325
H 6.31 -8.96 3.13 0.362
H 6.15 -7.31 2.49 0.301
H 0.75 -7.10 5.62 0.348
H 2.09 -8.37 5.42 0.292
H 0.83 -8.18 4.19 0.321
O -1.51 3.96 -6.00 -0.614
S -0.35 4.38 -5.19 1.151
O 0.07 3.57 -4.04 -0.555
O 0.96 4.64 -6.26 -0.334
C 0.69 5.30 -7.50 -0.067
C 2.03 5.66 -8.07 -1.235
C -0.63 6.05 -4.60 -0.960
H 0.11 6.17 -7.20 0.291
H 0.10 4.70 -8.19 0.291
H 2.46 6.48 -7.49 0.297
H 1.96 6.07 -9.08 0.374
H 2.75 4.84 -8.08 0.311
H -1.40 6.57 -5.18 0.326
H 0.37 6.48 -4.50 0.307
H -1.03 5.98 -3.59 0.410
```